Entry 1:
Below is 2 unconnected molecules or ions with the total composition CF3IOS in a non-equilibrium geometry, with properties calculated with the ωB97M-V functional and the def2-TZVPD basis.

Last column: Löwdin charge in e.
Atoms and positions in Å:
C  0.4644  0.6237  0.0899  -0.967
O  0.0597  -1.9964  -1.4912  -0.378
F  1.2019  -0.1988  0.8050  0.105
F  0.3068  1.7288  0.8014  0.115
F  1.0752  0.8576  -1.0706  0.090
S  -1.1881  -0.1174  -0.5371  0.386
I  -1.9199  -0.8976  1.4026  0.648

Computed properties:
ΔE to the lowest compared entry with this formula, charge and spin = 112.8 kcal per mole
HOMO energy (alpha / beta) = -10.177 / -10.176 eV
gap between HOMO and LUMO (alpha / beta) = 7.884 / 7.882 eV
DFT total energy = -1108.6221 a.u.


Entry 2:
Below is a molecular structure, CF3InO2S in a non-equilibrium geometry, with properties calculated with the ωB97M-V functional and the def2-TZVPD basis.

Last column: Löwdin charge in e.
Atoms and positions in Å:
O  -0.5532  -0.4849  1.5437  -0.184
In  -1.2955  1.1927  1.8538  1.113
S  -0.3314  1.0498  -1.0036  1.285
O  -0.5499  1.9073  0.3285  -0.664
C  0.3054  -0.5698  -0.3082  -0.534
F  1.2544  -0.9710  -1.9847  -0.268
F  1.5506  -0.4353  0.1928  0.124
F  -0.3805  -1.6888  -0.6223  0.128

Computed properties:
HOMO energy (alpha / beta) = -15.374 / -15.865 eV
charge = +1
gap between HOMO and LUMO (alpha / beta) = 6.456 / 6.963 eV
DFT total energy = -1075.8598 a.u.
spin multiplicity = 2


Entry 3:
Below is a molecular structure, CF3Mg2NO4S3 in a non-equilibrium geometry, with properties calculated with the ωB97M-V functional and the def2-TZVPD basis.

Last column: Löwdin charge in e.
Atoms and positions in Å:
Mg  2.0783  -1.4870  0.6780  0.863
N  0.3256  -0.8946  1.3696  -0.378
S  -0.6032  -0.0641  0.5733  0.537
O  -0.5968  -0.0667  -0.9530  -0.469
C  -2.3220  -0.7710  0.6842  -0.714
F  -2.6440  -0.9739  1.9481  0.146
F  -2.2750  -1.9230  0.0186  0.124
F  -3.2018  0.0361  0.1191  0.154
Mg  1.0462  0.2242  -2.0109  0.826
S  3.7006  0.4241  -0.3150  0.417
O  2.4890  -0.5972  -1.0009  -1.042
S  1.4364  2.4364  -0.1940  0.810
O  1.1907  2.1634  -1.7614  -0.769
O  -0.6240  1.4933  0.8443  -0.504

Computed properties:
ΔE to the lowest compared entry with this formula, charge and spin = 52.3 kcal per mole
HOMO energy (alpha / beta) = -7.795 / -7.836 eV
gap between HOMO and LUMO (alpha / beta) = 5.918 / 5.975 eV
DFT total energy = -2288.1535 a.u.


Entry 4:
Below is 2 unconnected molecules or ions with the total composition CF3N2OS in a non-equilibrium geometry, with properties calculated with the ωB97M-V functional and the def2-TZVPD basis.

Last column: Löwdin charge in e.
Atoms and positions in Å:
C  -0.2567  0.1998  0.8923  -0.475
N  0.1578  -0.7711  0.1938  0.090
N  0.8569  -0.6743  -0.9431  -0.850
O  1.1374  0.4047  -1.4653  -0.064
F  -2.2586  0.7767  -0.4300  -0.722
F  0.0911  1.4769  0.8590  0.138
F  -0.8595  -0.0507  2.0362  0.136
S  1.3487  -2.1168  -1.5178  0.748

Computed properties:
HOMO energy (alpha / beta) = -3.795 / -4.236 eV
charge = -1
gap between HOMO and LUMO (alpha / beta) = 6.970 / 4.653 eV
DFT total energy = -920.4925 a.u.
spin multiplicity = 3


Entry 5:
Below is a molecular structure, CF3N3 in a non-equilibrium geometry, with properties calculated with the ωB97M-V functional and the def2-TZVPD basis.

Last column: Löwdin charge in e.
Atoms and positions in Å:
C  -0.3234  -0.2803  0.0693  -0.357
N  -1.4807  -0.8410  -0.4829  0.236
N  -1.5758  -0.4477  0.6771  0.236
N  0.2959  0.8875  -0.2522  -0.039
F  0.8498  -1.4437  0.6742  -0.195
F  1.1669  1.3226  0.7091  0.065
F  1.0672  0.8025  -1.3946  0.052

Computed properties:
ΔE to the lowest compared entry with this formula, charge and spin = 39.9 kcal per mole
HOMO energy = -12.030 eV
gap between HOMO and LUMO = 10.677 eV
DFT total energy = -501.6987 a.u.


Entry 6:
Below is 2 unconnected molecules or ions with the total composition CF3NO2S in a non-equilibrium geometry, with properties calculated with the ωB97M-V functional and the def2-TZVPD basis.

Last column: Löwdin charge in e.
Atoms and positions in Å:
C  1.0958  1.2829  0.0697  -0.482
N  -1.1219  -1.6015  -0.1612  -0.786
O  -0.6515  -1.4402  -1.2558  -0.002
O  -2.1826  -2.0422  0.2259  -0.015
F  0.2045  2.2893  -0.2598  0.122
F  1.7377  1.3755  1.1936  0.165
F  1.7391  0.8515  -0.9281  0.232
S  -0.0774  -1.1230  1.2197  0.764

Computed properties:
ΔE to the lowest compared entry with this formula, charge and spin = 107.4 kcal per mole
HOMO energy (alpha / beta) = -9.685 / -10.271 eV
gap between HOMO and LUMO (alpha / beta) = 6.923 / 9.246 eV
DFT total energy = -940.9045 a.u.